Entry 1:
{"formula": "C3H3HgLiO2", "method": "wB97M-V/def2-TZVPD", "species": ["H", "O", "C", "C", "C", "O", "Hg", "Li", "H", "H"], "xyz": [[0.573, -2.150, 1.999], [-1.183, 0.812, -0.211], [0.058, 0.811, -0.670], [1.068, -0.051, -0.447], [0.191, -1.344, 1.353], [1.138, -0.992, 0.578], [-1.653, -0.286, 1.272], [-2.356, 1.894, -1.198], [1.896, -0.154, -1.140], [0.269, 1.460, -1.536]], "molar_mass_g_mol": 278.59, "lumo_ev": -10.8, "e_above_lowest_kj_mol": 245.60, "homo_energy_ev": -18.20, "fmax_ha_per_bohr": 0.106, "total_charge": 2, "e_tot_ev": -11612.4127}

***

Entry 2:
{"formula": "C29H58F2N3O2S", "method": "wB97M-V/def2-TZVPD", "species": ["C", "C", "C", "N", "C", "F", "C", "C", "C", "N", "C", "C", "F", "C", "C", "C", "C", "S", "C", "C", "C", "C", "O", "C", "C", "O", "C", "C", "C", "C", "C", "C", "H", "H", "H", "H", "H", "H", "H", "H", "H", "H", "H", "H", "H", "H", "H", "H", "H", "H", "H", "H", "H", "H", "H", "H", "H", "H", "H", "H", "H", "H", "H", "H", "H", "H", "H", "H", "H", "H", "H", "H", "H", "H", "H", "H", "H", "H", "H", "H", "H", "H", "H", "C", "C", "C", "C", "N", "H", "H", "H", "H", "H", "H", "H"], "xyz": [[0.777, -0.386, 5.124], [0.659, 0.313, 3.763], [1.961, 0.080, 3.005], [2.104, 0.568, 1.575], [3.605, 0.499, 1.297], [3.794, 1.199, 0.133], [4.201, -0.904, 1.188], [4.565, -1.362, -0.236], [1.619, 2.034, 1.553], [2.520, 2.824, 2.347], [1.439, 2.632, 0.164], [0.965, 1.624, -0.863], [0.168, 2.267, -1.797], [0.245, 0.385, -0.285], [-1.032, 0.695, 0.540], [-1.766, 2.008, 0.264], [-3.102, 2.041, 1.005], [-4.473, 1.278, 0.105], [-0.188, -0.498, -1.477], [0.856, -0.906, -2.513], [0.258, -1.828, -3.592], [0.730, -1.507, -5.021], [0.979, -2.656, -5.794], [2.232, -3.244, -5.546], [1.397, -0.333, 0.454], [1.281, -1.643, 0.865], [0.102, -2.227, 1.459], [0.176, -3.756, 1.326], [0.282, -4.407, 2.714], [-1.000, -4.333, 0.519], [-0.887, -4.054, -0.994], [-2.370, -3.906, 1.067], [1.766, -0.229, 5.566], [0.623, -1.463, 5.033], [0.050, 0.021, 5.825], [-0.211, -0.066, 3.246], [0.509, 1.382, 3.948], [2.229, -0.975, 3.009], [2.741, 0.601, 3.567], [4.071, 1.078, 2.090], [5.118, -0.891, 1.782], [3.551, -1.647, 1.642], [4.603, -2.451, -0.263], [5.541, -0.979, -0.533], [3.853, -1.035, -0.991], [0.630, 2.016, 2.007], [2.647, 3.747, 1.961], [2.228, 2.910, 3.309], [0.717, 3.447, 0.263], [2.377, 3.082, -0.165], [1.843, 1.263, -1.405], [-0.835, 0.659, 1.607], [-1.749, -0.113, 0.349], [-1.942, 2.140, -0.804], [-1.192, 2.863, 0.610], [-3.368, 3.077, 1.221], [-3.009, 1.518, 1.962], [-3.838, 1.079, -1.052], [-0.961, 0.082, -1.996], [-0.682, -1.395, -1.100], [1.702, -1.422, -2.042], [1.264, -0.019, -3.013], [0.532, -2.868, -3.397], [-0.834, -1.764, -3.553], [1.640, -0.891, -4.982], [-0.031, -0.947, -5.565], [2.427, -3.952, -6.350], [3.027, -2.489, -5.540], [2.257, -3.788, -4.593], [2.187, -0.372, -0.291], [0.096, -1.979, 2.518], [-0.801, -1.826, 1.008], [1.102, -3.985, 0.789], [-0.380, -3.918, 3.437], [-0.016, -5.458, 2.685], [1.297, -4.336, 3.110], [-0.939, -5.420, 0.641], [0.101, -3.649, -1.243], [-1.633, -3.338, -1.343], [-0.990, -4.973, -1.575], [-2.386, -3.850, 2.158], [-2.691, -2.945, 0.651], [-3.132, -4.629, 0.768], [-5.568, 4.651, -1.260], [-5.098, 6.051, -1.664], [-3.594, 6.148, -1.964], [-2.758, 5.841, -0.807], [-2.095, 5.612, 0.101], [-5.096, 4.317, -0.337], [-6.645, 4.642, -1.101], [-5.338, 3.918, -2.035], [-5.348, 6.769, -0.881], [-5.623, 6.370, -2.564], [-3.332, 7.151, -2.304], [-3.325, 5.458, -2.767]], "molar_mass_g_mol": 550.87, "lumo_ev": -1.9, "homo_energy_ev": -11.16, "fmax_ha_per_bohr": 0.014, "total_charge": 1, "e_tot_ev": -55842.5718}

***

Entry 3:
{"formula": "C4H12", "method": "wB97M-V/def2-TZVPD", "species": ["C", "C", "H", "H", "H", "H", "H", "H", "C", "C", "H", "H", "H", "H", "H", "H"], "xyz": [[0.828, -1.487, 1.009], [2.195, -2.013, 0.439], [0.351, -1.098, 0.106], [0.283, -2.372, 1.317], [0.768, -0.641, 1.686], [2.073, -3.088, 0.373], [2.585, -1.541, -0.454], [2.956, -1.872, 1.212], [-1.294, 1.440, -0.021], [-1.793, 2.053, -1.375], [-0.890, 0.476, -0.306], [-0.411, 1.983, 0.327], [-2.024, 1.488, 0.776], [-1.724, 1.301, -2.152], [-1.125, 2.875, -1.642], [-2.779, 2.498, -1.294]], "smiles": "CC.CC", "molar_mass_g_mol": 60.14, "lumo_ev": 1.1, "e_above_lowest_kj_mol": 66.20, "homo_energy_ev": -11.31, "fmax_ha_per_bohr": 0.047, "e_tot_ev": -4341.8421}

***

Entry 4:
{"formula": "C6H11BrO", "method": "wB97M-V/def2-TZVPD", "species": ["C", "C", "C", "C", "C", "C", "O", "Br", "H", "H", "H", "H", "H", "H", "H", "H", "H", "H", "H"], "xyz": [[-1.369, -1.155, -0.162], [0.009, -0.420, -2.171], [-0.056, 1.627, 0.351], [0.572, -0.131, 2.008], [-0.074, -1.046, -0.746], [0.730, 0.399, 0.625], [-1.694, -1.893, 0.791], [2.473, 0.461, -0.127], [-2.174, -0.420, -0.515], [-0.052, -1.145, -2.913], [-0.867, 0.181, -2.232], [0.748, 0.307, -2.347], [0.040, 2.045, -0.689], [-1.059, 1.428, 0.607], [0.337, 2.350, 1.115], [-0.477, -0.167, 2.207], [1.001, -1.033, 1.979], [1.256, 0.487, 2.705], [0.656, -1.876, -0.487]], "molar_mass_g_mol": 179.06, "lumo_ev": [0.1, 0.1], "e_above_lowest_kj_mol": 69.85, "homo_energy_ev": [-8.99, -8.99], "fmax_ha_per_bohr": 0.078, "e_tot_ev": -78487.8881}

***

Number 3 is which compound? C4H12